C54H91NO18P | ωB97M-V/def2-TZVPD

Geometry as XYZ:
```
165
Properties=species:S:1:pos:R:3:forces:R:3:lowdin_charge:R:1
C 0.505 -5.449 -1.857 -0.05 0.10 0.02 0.00
C 1.276 -5.266 -0.584 -0.20 0.04 -1.05 -0.56
O 1.013 -5.857 0.414 0.05 -0.64 1.24 0.12
O 2.324 -4.426 -0.652 0.00 0.52 0.45 -0.01
C 2.013 -3.113 -1.180 0.76 0.05 -0.26 -0.19
C 2.871 -2.072 -0.496 -0.57 -0.52 0.43 -0.16
C 2.724 -2.032 1.038 -0.01 0.11 -0.49 -0.20
C 4.050 -2.316 1.717 -0.08 -0.23 0.48 -0.24
C 4.113 -1.950 3.199 -0.12 0.19 0.08 -0.27
C 3.602 -0.544 3.526 0.47 0.10 -0.49 -0.33
P 4.420 0.843 2.508 0.23 -0.28 0.33 0.60
O 5.218 2.185 1.579 -0.09 -0.42 -0.19 -0.37
C 4.218 2.775 0.814 -0.23 0.47 -0.27 -0.31
C 3.083 2.950 1.799 0.38 0.82 0.57 -0.46
C 1.865 3.743 1.382 -0.79 -0.40 -0.38 -0.13
C 0.882 3.024 0.421 0.12 0.00 0.98 -0.18
C -0.434 2.639 1.117 0.09 0.09 -0.34 -0.20
C -1.524 3.728 1.070 0.44 -0.17 0.01 -0.19
C -2.837 3.290 0.412 -0.25 0.48 0.25 -0.21
C -4.033 3.401 1.358 -0.24 -0.50 -0.68 -0.21
C -5.279 2.648 0.847 -0.06 0.53 0.70 -0.21
C -6.087 2.011 1.989 0.21 0.08 -0.46 -0.20
C -7.581 1.854 1.648 0.29 -0.51 0.51 -0.19
C -8.169 0.466 1.977 0.51 -0.12 -0.01 -0.22
C -8.697 -0.264 0.746 -0.18 0.50 0.28 -0.19
C -9.614 -1.445 0.996 0.06 -0.30 -0.12 -0.15
N -9.071 -2.517 1.813 0.48 -0.90 0.27 -0.11
C -8.947 -3.816 1.367 0.28 -0.32 0.44 -0.11
C -8.394 -4.605 2.364 -0.27 0.91 -0.10 -0.10
C -8.178 -3.753 3.480 -0.56 0.93 -0.88 -0.09
C -8.603 -2.480 3.102 0.27 -0.81 0.47 -0.10
O 2.837 1.707 2.383 0.04 0.13 -0.06 -0.30
H -0.160 -6.296 -1.780 -0.08 -0.14 0.05 0.08
H -0.099 -4.567 -2.050 -0.10 0.11 -0.13 0.09
H 1.176 -5.576 -2.698 0.08 0.02 -0.15 0.08
H 0.959 -2.894 -1.047 -0.21 -0.02 0.07 0.13
H 2.271 -3.101 -2.239 -0.30 -0.11 -0.24 0.12
H 3.903 -2.282 -0.762 0.19 0.26 -0.12 0.11
H 2.540 -1.122 -0.906 0.34 0.23 -0.22 0.11
H 2.359 -1.046 1.301 0.00 0.14 0.21 0.09
H 1.967 -2.751 1.355 -0.06 -0.14 0.11 0.11
H 4.848 -1.775 1.218 0.03 0.11 -0.23 0.09
H 4.257 -3.383 1.605 0.17 -0.12 -0.09 0.11
H 3.583 -2.684 3.812 -0.14 -0.13 -0.02 0.08
H 5.157 -2.004 3.509 0.15 -0.08 0.03 0.09
H 2.526 -0.478 3.402 -0.20 -0.07 0.03 0.04
H 3.839 -0.338 4.569 -0.10 0.11 0.18 0.06
H 4.735 1.593 3.715 -0.20 0.02 -0.09 0.00
H 5.707 0.169 2.563 -0.08 0.05 -0.04 0.00
H 4.077 0.281 1.227 0.22 -0.18 0.03 0.03
H 4.502 3.759 0.421 0.31 0.10 0.12 0.11
H 3.937 2.187 -0.072 -0.09 -0.27 0.04 0.10
H 3.563 3.588 2.568 -0.07 0.08 0.05 0.11
H 1.336 3.999 2.300 -0.15 0.12 0.08 0.11
H 2.169 4.688 0.935 0.35 0.10 0.08 0.11
H 1.363 2.106 0.092 0.10 -0.03 -0.35 0.10
H 0.663 3.684 -0.416 0.03 -0.18 -0.35 0.10
H -0.811 1.727 0.654 -0.15 -0.11 -0.02 0.10
H -0.228 2.396 2.153 0.09 -0.20 0.12 0.08
H -1.721 4.057 2.087 -0.14 0.06 0.14 0.10
H -1.112 4.595 0.556 -0.03 0.14 -0.11 0.10
H -2.771 2.272 0.035 0.12 -0.16 0.00 0.10
H -3.051 3.934 -0.441 0.01 -0.09 -0.27 0.10
H -4.304 4.453 1.419 0.09 0.16 0.48 0.11
H -3.765 3.026 2.342 0.14 0.04 0.17 0.10
H -5.936 3.376 0.375 -0.02 -0.03 -0.40 0.10
H -4.991 1.895 0.118 -0.08 -0.12 -0.20 0.11
H -5.949 2.636 2.868 -0.11 0.01 0.21 0.11
H -5.638 1.046 2.219 0.01 -0.12 0.15 0.11
H -7.695 2.050 0.586 -0.25 0.15 -0.15 0.09
H -8.132 2.589 2.226 -0.20 0.32 -0.27 0.10
H -8.916 0.525 2.767 -0.30 0.10 -0.05 0.11
H -7.365 -0.136 2.395 0.05 -0.13 0.14 0.09
H -9.275 0.455 0.163 -0.11 0.00 -0.16 0.11
H -7.848 -0.548 0.127 0.08 -0.18 -0.10 0.12
H -10.578 -1.137 1.399 0.00 0.21 0.19 0.12
H -9.818 -1.903 0.032 -0.16 -0.08 -0.11 0.11
H -9.265 -4.086 0.377 -0.01 0.03 -0.13 0.10
H -8.154 -5.650 2.317 -0.06 -0.15 -0.17 0.08
H -7.776 -4.010 4.441 0.11 -0.04 0.12 0.08
H -8.576 -1.588 3.695 -0.13 0.21 -0.09 0.10
O 3.629 6.578 3.099 -0.23 0.32 0.09 0.10
C 4.222 5.936 3.919 0.38 -0.21 -0.24 -0.51
O 3.757 5.734 5.172 -0.09 0.09 0.00 0.02
C 4.728 5.004 5.948 0.25 -0.13 0.08 -0.15
C 5.596 4.282 4.923 -0.03 0.04 -0.04 -0.14
C 5.565 5.253 3.747 -0.12 -0.35 0.26 -0.07
H 5.295 5.721 6.547 0.00 0.03 -0.02 0.11
H 4.206 4.320 6.613 -0.17 0.07 -0.04 0.12
H 6.595 4.059 5.291 0.00 0.07 0.04 0.12
H 5.125 3.342 4.630 0.05 0.02 -0.04 0.08
H 6.349 6.011 3.816 0.01 0.04 -0.05 0.12
H 5.615 4.745 2.786 0.02 0.09 -0.08 0.11
O 6.918 8.007 6.585 0.02 0.06 0.10 0.11
C 6.292 8.886 6.068 -0.02 -0.29 -0.21 -0.49
O 5.446 9.683 6.762 0.00 0.10 0.04 0.03
C 4.752 10.570 5.867 -0.07 0.08 -0.10 -0.15
C 5.633 10.656 4.626 0.05 -0.06 -0.06 -0.15
C 6.268 9.268 4.601 -0.08 0.41 0.06 -0.07
H 3.772 10.141 5.650 0.01 -0.04 -0.03 0.13
H 4.617 11.529 6.361 0.02 -0.05 0.12 0.12
H 5.079 10.910 3.725 -0.07 -0.05 0.03 0.12
H 6.406 11.413 4.772 -0.01 0.02 0.02 0.11
H 5.645 8.548 4.065 0.05 -0.05 -0.01 0.12
H 7.274 9.269 4.190 0.00 -0.22 -0.02 0.13
O -1.479 2.041 4.244 -0.43 0.04 0.18 0.11
C -0.709 1.636 5.067 0.40 0.11 -0.30 -0.47
O -1.042 1.491 6.376 -0.05 -0.02 0.02 0.02
C 0.118 1.082 7.126 0.17 -0.08 0.03 -0.16
C 1.060 0.450 6.107 -0.04 0.00 -0.06 -0.15
C 0.736 1.249 4.848 -0.15 -0.29 0.45 -0.08
H 0.550 1.970 7.596 -0.01 0.02 -0.02 0.12
H -0.197 0.390 7.904 -0.13 0.04 -0.01 0.12
H 2.106 0.493 6.403 0.00 0.06 0.01 0.11
H 0.798 -0.598 5.956 0.04 0.01 0.01 0.09
H 1.331 2.159 4.765 0.04 -0.01 -0.16 0.13
H 0.844 0.673 3.938 0.06 0.19 -0.19 0.11
O -1.422 -6.394 -4.202 0.07 -0.09 -0.02 0.12
C -0.897 -6.014 -5.207 -0.27 0.14 0.00 -0.47
O 0.326 -5.425 -5.208 0.07 -0.04 -0.02 0.01
C 0.657 -4.967 -6.530 0.05 0.09 -0.15 -0.15
C -0.199 -5.805 -7.470 -0.11 -0.06 -0.02 -0.15
C -1.443 -6.051 -6.619 0.31 -0.13 -0.24 -0.07
H 0.418 -3.904 -6.595 -0.06 -0.01 -0.01 0.12
H 1.725 -5.103 -6.689 0.02 -0.02 0.14 0.12
H -0.396 -5.309 -8.419 -0.01 0.08 0.05 0.11
H 0.300 -6.754 -7.681 0.03 0.02 -0.01 0.11
H -2.162 -5.237 -6.730 0.01 -0.20 0.14 0.10
H -1.913 -7.010 -6.823 -0.15 0.05 0.13 0.12
O -2.464 -3.214 -7.279 0.06 0.06 -0.08 0.11
C -2.681 -3.015 -8.440 -0.17 0.20 0.17 -0.48
O -1.704 -2.673 -9.306 0.07 -0.03 -0.08 0.03
C -2.260 -2.395 -10.607 -0.17 -0.06 -0.17 -0.15
C -3.596 -3.126 -10.629 -0.09 0.01 0.16 -0.14
C -4.015 -3.063 -9.160 0.19 -0.19 -0.40 -0.07
H -2.376 -1.314 -10.705 -0.01 0.01 0.03 0.13
H -1.572 -2.744 -11.367 0.12 -0.02 0.07 0.10
H -4.313 -2.686 -11.319 0.02 0.06 0.01 0.12
H -3.441 -4.166 -10.923 0.02 0.00 -0.03 0.12
H -4.564 -2.150 -8.925 -0.03 -0.02 0.07 0.13
H -4.589 -3.928 -8.840 -0.06 0.09 0.18 0.13
O 0.551 -3.752 -12.814 -0.13 -0.01 0.08 0.12
C 1.027 -2.691 -12.539 0.16 -0.13 -0.19 -0.49
O 0.266 -1.581 -12.378 0.07 0.13 -0.01 0.00
C 1.102 -0.430 -12.149 0.11 0.09 0.07 -0.15
C 2.418 -0.994 -11.628 0.06 -0.10 -0.04 -0.15
C 2.490 -2.343 -12.344 -0.11 0.31 0.34 -0.07
H 1.220 0.101 -13.095 0.01 -0.02 -0.01 0.13
H 0.609 0.224 -11.434 -0.12 -0.06 -0.02 0.13
H 3.266 -0.340 -11.817 -0.03 0.02 -0.06 0.12
H 2.350 -1.154 -10.552 -0.01 0.02 0.01 0.12
H 2.958 -2.265 -13.326 0.02 -0.07 -0.02 0.13
H 2.988 -3.109 -11.759 0.02 -0.13 -0.16 0.13
O 0.872 -2.923 5.198 0.15 0.05 0.34 0.12
C 1.011 -4.073 4.907 -0.23 0.19 -0.48 -0.49
O 2.074 -4.819 5.294 -0.04 0.01 0.13 0.02
C 2.012 -6.118 4.682 0.01 -0.13 -0.12 -0.15
C 0.545 -6.326 4.327 -0.12 -0.01 -0.10 -0.15
C 0.091 -4.899 4.031 0.14 -0.50 0.20 -0.07
H 2.651 -6.111 3.796 -0.03 0.02 -0.02 0.13
H 2.390 -6.857 5.385 0.06 0.11 0.09 0.12
H 0.400 -7.018 3.500 0.08 0.04 -0.05 0.11
H 0.004 -6.715 5.193 0.03 0.00 0.02 0.11
H 0.272 -4.627 2.989 -0.03 0.04 0.00 0.12
H -0.949 -4.726 4.289 0.00 0.22 -0.10 0.12
```
Positions in Å, forces in eV/Å.

Total charge = -1
Frontier orbital gap = 5.7 eV
HOMO energy = -4.360 eV